A structure of composition C12H13AsF6NO6RuS4 in a non-equilibrium geometry, computed with wB97M-V/def2-TZVPD.

E_tot   -5493.78457 Eh
E_HOMO (alpha / beta)   -8.58 / -8.61 eV
Gap between HOMO and LUMO (alpha / beta)   6.383 / 6.067 eV
Largest force on an atom   3.2 eV/Å
⟨S²⟩   0.778
ΔE to the lowest compared entry with this formula, charge and spin   247.64 kJ/mol

ORCA input file:
```
! RIJCOSX wB97M-V def2-TZVPD def2/J DEFGRID3
* xyz 0 2
Ru 0.64 -0.47 0.55
As 0.45 -1.89 -2.21
S 0.15 -0.87 2.95
S 0.98 -2.72 -0.30
S 3.50 0.87 -0.48
S 1.51 2.36 -1.54
F 4.14 1.56 2.08
F 3.13 -0.35 1.87
F 1.61 5.04 -1.41
F 1.19 4.03 0.45
F 2.02 1.49 1.65
F -0.34 4.19 -1.06
O 1.46 2.41 -2.96
O 4.89 0.68 -0.65
O -1.45 0.06 0.34
O 0.59 1.43 -0.93
O -2.71 -1.78 0.29
O 2.64 -0.23 -0.87
N 2.97 2.27 -0.94
C -3.82 -0.13 2.67
C -2.53 -0.49 2.31
C -4.11 0.28 3.96
C 1.73 -1.10 -3.47
C 0.03 -3.59 -3.12
C -1.23 -0.92 -2.43
C -1.83 -0.10 4.59
C 0.97 4.02 -0.86
C 3.22 0.91 1.40
C -3.11 0.29 4.92
C -2.22 -0.81 0.86
C -1.51 -0.46 3.27
H -1.03 -0.11 5.32
H 0.89 -4.26 -3.04
H 1.39 -1.37 -4.47
H -0.22 -3.43 -4.17
H -1.99 -1.36 -1.77
H -0.81 -4.05 -2.60
H -5.11 0.58 4.21
H -3.33 0.58 5.94
H -4.60 -0.17 1.91
H 1.73 -0.02 -3.35
H -1.52 -1.01 -3.47
H 2.73 -1.49 -3.29
H -1.08 0.13 -2.16
*
```